The following is a quantum chemistry calculation of a molecular structure, C18H15N11O2Sc, from OMol25.

For the orbital gap, the calculation gives 7.55 eV. The calculation puts the relative energy (zero: lowest compared OMol25 entry of this formula, charge and spin) at 1.0 kcal per mole. Its total charge is -1.

Each line ends with the natural charge from an NBO analysis.
Atoms and positions in Å:
Sc 0.108 -0.260 -0.022  1.775
O -1.193 -0.934 -1.338  -0.772
C -2.399 -1.368 -1.109  0.402
C -2.845 -2.597 -1.636  -0.220
C -4.126 -3.047 -1.433  -0.188
C -5.055 -2.284 -0.709  -0.285
C -4.650 -1.076 -0.193  -0.151
C -3.339 -0.613 -0.356  -0.238
C -2.972 0.682 0.187  0.185
N -1.774 1.069 0.390  -0.489
C -1.490 2.434 0.769  -0.249
C -0.540 2.981 -0.292  -0.224
N 0.545 2.033 -0.534  -0.492
C 1.667 2.520 -0.895  0.214
C 2.854 1.780 -1.262  -0.240
C 3.987 2.498 -1.663  -0.138
C 5.138 1.871 -2.077  -0.293
C 5.169 0.469 -2.101  -0.187
C 4.072 -0.261 -1.710  -0.241
C 2.887 0.364 -1.268  0.414
O 1.877 -0.351 -0.880  -0.767
H -2.119 -3.191 -2.174  0.224
H -4.427 -4.008 -1.831  0.204
H -6.064 -2.643 -0.558  0.203
H -5.350 -0.466 0.369  0.197
H -3.798 1.371 0.412  0.155
H -0.977 2.444 1.731  0.246
H -2.400 3.045 0.812  0.175
H -0.156 3.964 0.001  0.189
H -1.096 3.092 -1.230  0.192
H 1.766 3.611 -0.958  0.151
H 3.942 3.582 -1.643  0.198
H 6.003 2.445 -2.377  0.204
H 6.068 -0.039 -2.428  0.204
H 4.083 -1.344 -1.716  0.216
N 0.538 -1.830 3.276  -0.592
C 0.809 -0.492 3.168  0.461
N 1.241 0.247 4.180  -0.395
N 1.369 1.479 3.663  -0.105
N 1.037 1.488 2.419  -0.153
N 0.666 0.232 2.056  -0.525
C 0.263 -2.657 2.212  0.457
N 0.175 -3.969 2.314  -0.399
N -0.102 -4.380 1.060  -0.108
N -0.197 -3.378 0.263  -0.111
N 0.044 -2.240 0.961  -0.522
H 0.762 -2.274 4.149  0.419